{"formula": "C28H85ClO41P9", "method": "ωB97M-V/def2-TZVPD", "charge": -1, "e_lumo_ev": 1.8, "e_homo_ha": -0.2689, "symbols": ["Cl", "O", "O", "O", "O", "C", "O", "P", "O", "O", "C", "O", "C", "H", "H", "H", "H", "H", "H", "H", "H", "H", "C", "O", "P", "O", "O", "C", "O", "C", "H", "H", "H", "H", "H", "H", "H", "H", "H", "C", "O", "P", "O", "O", "C", "O", "C", "H", "H", "H", "H", "H", "H", "H", "H", "H", "C", "O", "P", "O", "O", "C", "O", "C", "H", "H", "H", "H", "H", "H", "H", "H", "H", "C", "O", "P", "O", "O", "C", "O", "C", "H", "H", "H", "H", "H", "H", "H", "H", "H", "C", "O", "P", "O", "O", "C", "O", "C", "H", "H", "H", "H", "H", "H", "H", "H", "H", "C", "O", "P", "O", "O", "C", "O", "C", "H", "H", "H", "H", "H", "H", "H", "H", "H", "C", "O", "P", "O", "O", "C", "O", "C", "H", "H", "H", "H", "H", "H", "H", "H", "H", "C", "O", "P", "O", "O", "C", "O", "C", "H", "H", "H", "H", "H", "H", "H", "H", "H", "C", "O", "H", "H", "H", "H"], "coordinates": [[0.277, 0.952, 0.410], [1.085, 0.806, 1.650], [-0.151, 2.304, 0.098], [0.972, 0.392, -0.690], [-0.948, 0.212, 0.609], [4.209, -5.298, 4.898], [3.896, -4.098, 5.577], [2.461, -3.290, 5.380], [2.386, -1.927, 6.019], [2.327, -3.196, 3.763], [2.103, -1.911, 3.152], [1.314, -4.409, 5.741], [0.001, -4.148, 5.338], [4.979, -5.215, 4.132], [3.300, -5.525, 4.340], [4.609, -6.090, 5.531], [1.288, -1.353, 3.613], [2.089, -2.041, 2.070], [3.003, -1.304, 3.249], [-0.653, -4.514, 6.130], [-0.243, -4.761, 4.470], [-0.243, -3.095, 5.199], [-1.375, 0.368, 6.989], [-2.408, 1.335, 6.753], [-1.898, 2.915, 6.389], [-2.946, 3.950, 6.336], [-0.740, 3.259, 7.440], [-1.174, 3.544, 8.743], [-1.037, 2.766, 5.040], [-1.765, 2.438, 3.830], [-1.617, -0.669, 6.759], [-1.019, 0.369, 8.020], [-0.490, 0.497, 6.366], [-1.432, 2.659, 9.324], [-2.006, 4.247, 8.790], [-0.308, 3.958, 9.261], [-1.964, 3.409, 3.377], [-2.659, 1.817, 3.884], [-1.099, 1.859, 3.190], [2.926, -1.985, -2.746], [4.161, -1.351, -3.068], [5.442, -1.555, -2.170], [5.755, -3.003, -1.953], [6.679, -0.848, -2.967], [7.719, -1.676, -3.576], [5.045, -0.645, -0.922], [4.494, -1.199, 0.245], [2.649, -2.701, -3.520], [2.190, -1.196, -2.902], [2.904, -2.390, -1.734], [7.745, -2.714, -3.245], [8.743, -1.317, -3.473], [7.376, -1.859, -4.594], [3.533, -0.746, 0.489], [5.141, -1.042, 1.108], [4.258, -2.260, 0.155], [3.664, 1.925, -1.838], [4.223, 3.207, -1.777], [3.672, 4.430, -2.700], [4.309, 5.715, -2.254], [3.976, 3.976, -4.209], [3.223, 2.960, -4.887], [2.099, 4.532, -2.504], [1.344, 5.530, -3.240], [3.700, 1.433, -0.866], [4.247, 1.384, -2.584], [2.626, 1.951, -2.170], [2.390, 3.404, -5.434], [2.651, 2.195, -4.363], [3.959, 2.412, -5.475], [2.032, 6.253, -3.676], [0.571, 5.977, -2.613], [0.731, 5.215, -4.085], [-2.187, -0.887, -2.425], [-2.888, -0.744, -3.678], [-4.415, -0.397, -3.772], [-4.919, -0.239, -5.186], [-4.648, 0.895, -2.850], [-5.987, 1.245, -2.495], [-5.118, -1.582, -2.876], [-5.112, -2.829, -3.556], [-1.421, -0.116, -2.348], [-1.677, -1.850, -2.430], [-2.781, -0.701, -1.530], [-6.275, 0.870, -1.513], [-6.724, 0.866, -3.203], [-6.024, 2.333, -2.549], [-5.472, -3.429, -2.720], [-4.098, -3.178, -3.754], [-5.744, -2.965, -4.433], [-0.001, -3.160, 0.054], [0.311, -4.567, -0.041], [1.682, -4.981, -0.734], [2.931, -4.556, -0.026], [1.495, -4.331, -2.206], [0.367, -4.641, -3.040], [1.491, -6.602, -1.011], [2.613, -7.379, -1.450], [0.742, -2.474, -0.352], [-0.223, -2.853, 1.076], [-0.946, -2.976, -0.457], [-0.404, -5.244, -2.560], [0.692, -5.250, -3.884], [-0.107, -3.714, -3.361], [2.290, -8.175, -2.121], [3.116, -7.870, -0.618], [3.388, -6.780, -1.930], [-4.129, -2.014, 0.712], [-3.509, -2.965, -0.191], [-3.825, -4.562, -0.064], [-5.239, -4.846, 0.341], [-3.556, -5.181, -1.494], [-3.969, -6.491, -1.770], [-2.681, -5.167, 0.908], [-2.637, -4.929, 2.316], [-3.599, -1.063, 0.664], [-4.269, -2.407, 1.719], [-5.088, -1.825, 0.230], [-4.758, -6.503, -2.522], [-4.349, -6.887, -0.828], [-3.150, -7.111, -2.137], [-2.581, -5.892, 2.822], [-3.507, -4.378, 2.673], [-1.692, -4.416, 2.499], [-1.039, 3.141, -3.071], [-1.490, 3.100, -4.422], [-2.517, 4.249, -4.834], [-1.988, 5.639, -4.627], [-2.868, 3.918, -6.380], [-3.105, 2.673, -6.941], [-3.869, 3.955, -4.013], [-5.107, 4.347, -4.586], [-1.694, 2.547, -2.435], [-1.051, 4.131, -2.615], [-0.001, 2.850, -2.910], [-2.559, 2.582, -7.881], [-4.169, 2.588, -7.161], [-2.774, 1.860, -6.295], [-4.959, 5.279, -5.132], [-5.768, 4.616, -3.762], [-5.576, 3.546, -5.157], [0.247, 5.960, 0.645], [1.562, 6.072, 0.042], [2.803, 6.625, 0.869], [4.076, 6.806, 0.121], [2.188, 7.920, 1.523], [2.655, 8.576, 2.684], [2.961, 5.507, 2.058], [2.606, 4.165, 1.789], [-0.027, 4.932, 0.409], [-0.491, 6.572, 0.125], [0.111, 6.136, 1.712], [1.898, 8.661, 3.464], [2.983, 9.585, 2.436], [3.435, 8.045, 3.230], [1.613, 3.932, 2.172], [3.325, 3.413, 2.116], [2.453, 3.855, 0.756], [-2.211, -1.096, 3.518], [-2.345, -2.370, 4.066], [-1.426, -0.517, 4.006], [-1.927, -1.284, 2.482], [-3.142, -0.531, 3.472], [-2.522, -2.308, 5.007]], "atomic_forces_ev_per_a": [[-1.2, 0.0, 1.9], [-0.7, 0.9, -1.7], [1.2, 0.1, 0.5], [1.2, -0.4, -1.1], [-0.5, -0.8, 0.3], [-0.7, -0.4, -1.4], [-1.5, 1.7, 0.9], [0.8, 0.6, -0.9], [0.1, -2.9, -0.6], [-0.3, -0.3, 1.2], [1.3, 0.5, -0.2], [2.6, 1.1, 0.2], [-1.3, -0.4, 0.2], [0.1, 0.9, 0.0], [0.2, -1.1, 0.1], [-0.7, 0.2, 0.5], [-0.2, -0.3, -0.4], [-0.9, -0.4, 0.2], [0.1, 0.1, 0.5], [0.0, 0.0, 0.2], [0.1, 0.4, -0.3], [0.3, 0.0, -0.3], [1.2, -0.2, -0.1], [0.7, 1.8, -0.4], [0.2, -0.9, -0.7], [0.0, -1.3, 0.2], [-0.4, -0.8, -1.2], [0.4, 0.4, 1.5], [-0.9, -0.8, 1.4], [0.7, 0.5, -0.9], [-1.1, 0.2, 0.0], [-0.2, 0.3, 0.1], [0.0, 0.6, -0.1], [-0.2, -0.3, -0.3], [0.0, 0.0, -0.3], [-0.1, 0.2, -0.1], [-0.3, -0.3, -0.3], [-0.2, 0.3, 0.9], [0.3, 0.3, 0.1], [-0.6, 0.8, -0.6], [0.9, 0.4, -1.0], [1.0, -2.3, -0.3], [-0.5, 1.7, 0.4], [-0.6, -0.2, 1.0], [-1.2, -1.2, -0.5], [1.3, 0.0, -1.0], [-0.8, -0.7, 1.3], [0.6, -0.4, 0.3], [-0.2, 0.1, 0.7], [0.0, -0.1, -0.3], [-0.3, 0.2, 1.0], [-0.5, 0.8, 0.0], [0.5, 0.7, -0.4], [0.0, 0.5, -0.3], [0.2, 0.0, -0.2], [0.4, -0.2, -0.1], [-0.4, -0.8, -0.7], [-1.0, 2.2, -0.4], [2.2, 2.4, 2.3], [-0.6, -2.6, -2.0], [-0.8, -0.3, 0.6], [-0.3, -0.3, -0.5], [-1.0, -1.0, -0.9], [0.1, 0.5, -0.3], [0.2, 0.2, -0.1], [-0.1, -0.5, 0.2], [-0.1, 0.0, 0.2], [0.5, 0.4, -0.7], [0.6, 0.1, 1.2], [-0.3, 0.2, -0.4], [-0.1, 0.3, 0.5], [0.7, 0.2, 0.5], [0.3, -1.2, -0.1], [0.7, 0.6, 0.3], [-0.1, 0.5, 0.0], [-1.4, 0.2, -1.1], [0.9, -0.5, 2.5], [0.4, -1.2, -0.1], [-0.4, 0.4, -0.4], [0.4, 2.2, -1.7], [-0.1, -1.5, 1.6], [0.1, 0.0, -0.4], [-0.4, 0.0, 0.2], [-0.4, -0.5, -0.3], [0.4, 0.1, 0.1], [0.1, -0.1, -0.2], [-0.1, -0.1, 0.3], [-0.2, -0.8, -0.5], [0.1, 0.2, -0.2], [-0.1, 0.7, 0.1], [-0.8, 0.6, 0.0], [0.5, -0.5, 0.1], [0.7, -0.2, 0.0], [-1.9, -0.7, -1.5], [0.2, -0.6, 0.5], [-0.2, -0.4, 0.1], [-0.1, 1.7, 0.5], [0.7, -0.1, 0.2], [0.3, -0.3, 0.0], [0.5, -0.4, 0.2], [0.1, -0.2, -0.3], [0.1, 0.1, 0.5], [0.2, 0.3, -0.1], [0.3, 0.0, -0.1], [-0.4, 0.3, -0.1], [-0.2, 0.1, 0.3], [-0.2, 0.2, -0.2], [-1.0, -0.2, -1.1], [0.7, -1.9, -0.1], [-1.8, 0.8, 1.6], [1.7, 0.4, 0.1], [1.6, 1.9, 0.0], [-0.6, -1.1, 0.5], [-1.0, 0.1, -1.8], [0.3, -0.1, 0.0], [0.5, -0.4, 0.2], [0.2, 0.1, -0.1], [-0.3, 0.1, 0.5], [-0.1, 0.2, 0.1], [-0.2, -0.6, -0.3], [0.2, 0.3, 0.1], [-0.2, -0.1, -0.1], [0.2, 0.1, 0.0], [-0.3, 0.3, 0.2], [0.1, 0.1, 1.8], [-0.5, 0.4, -0.3], [0.7, 1.6, -0.7], [-1.0, -2.1, -0.5], [0.9, 1.9, 1.8], [-0.3, -1.4, -0.4], [0.9, -0.7, -0.3], [-0.3, 0.8, 0.5], [0.1, -0.3, -0.2], [-0.3, 0.4, -0.5], [-0.1, -0.5, -0.7], [0.1, 0.2, 0.0], [0.0, -0.2, 0.1], [-0.2, -0.1, 0.1], [-0.2, -0.2, -0.5], [0.0, -0.2, 0.1], [0.3, 0.1, -0.2], [-0.4, -1.0, -1.0], [-0.3, 1.0, 0.6], [2.3, -1.5, -0.8], [-2.1, 0.2, 1.4], [-0.5, 0.1, 0.7], [0.4, 0.2, 0.9], [-0.1, 1.1, -0.5], [-0.9, -1.5, -0.6], [-0.2, -0.1, 0.4], [0.4, 0.4, -0.2], [0.8, 0.1, 0.0], [-0.6, 0.0, -0.5], [0.1, -0.1, -0.1], [0.4, -0.2, -0.6], [0.1, 0.1, 0.7], [0.2, 0.6, 0.7], [0.4, 0.9, -0.6], [0.3, 0.4, -1.1], [-0.3, -1.0, 0.8], [0.0, 0.1, 0.0], [0.3, 0.4, 0.0], [-0.2, 0.1, 0.3], [-0.1, 0.1, 0.1]]}